Entry from the Open Molecules 2025 dataset: a molecular structure, C43H37Br2Cl2CoN6O2P (wB97M-V/def2-TZVPD).

```
94
Properties=species:S:1:pos:R:3:forces:R:3
Co 0.116112 -0.311374 -0.360314 -0.136 -0.360 -0.608
Cl -0.487978 2.762292 3.330719 -0.008 -0.003 -0.004
C -1.330304 3.546419 2.006414 -0.040 0.019 -0.065
Cl -1.058394 2.699057 0.440199 -0.085 0.155 0.036
H -0.954558 4.554330 1.883924 0.003 0.006 0.017
H -2.397997 3.528372 2.185695 0.001 0.000 0.018
Br -5.922113 -1.218119 2.417027 0.015 0.003 -0.008
C -4.222217 -0.933470 1.693130 0.009 0.001 0.027
C -3.177639 -0.507418 2.501191 -0.024 -0.019 -0.007
C -1.942496 -0.312622 1.916800 0.014 -0.037 0.024
N -1.711781 -0.532994 0.621956 0.483 0.252 0.345
C -2.712363 -0.978066 -0.142852 -0.085 0.047 0.003
C -3.993485 -1.166674 0.346224 0.025 0.012 0.010
C -2.324529 -1.251759 -1.538440 -0.121 0.073 -0.021
C -3.113796 -1.977026 -2.410310 0.008 0.029 -0.036
C -2.675704 -2.159725 -3.715075 0.010 0.008 0.006
Br -3.687722 -3.169098 -4.914867 0.003 0.018 0.009
C -1.477144 -1.587475 -4.106634 -0.034 0.000 0.006
C -0.731884 -0.914466 -3.159386 0.036 -0.029 -0.061
N -1.123161 -0.756642 -1.891429 0.176 -0.074 0.209
H -3.319893 -0.329316 3.557285 0.002 0.000 -0.003
H -1.102141 0.028599 2.505876 0.017 0.017 0.012
H -4.801132 -1.486888 -0.294865 0.005 -0.016 -0.005
H -4.049530 -2.407698 -2.086730 -0.009 0.013 0.005
H -1.109500 -1.685634 -5.117499 0.005 -0.008 0.004
H 0.227104 -0.500354 -3.432411 -0.018 -0.046 0.009
O 1.828595 1.451549 1.097944 -0.082 0.029 0.039
N 1.570026 0.086093 0.967119 -0.271 0.004 -0.093
C 2.543835 -0.571754 1.475487 0.001 0.023 0.011
C 2.840129 -2.002473 1.476749 0.042 -0.002 -0.053
C 3.987809 -2.350708 2.195099 0.003 0.023 -0.007
C 4.420111 -3.664790 2.249310 -0.003 -0.007 -0.002
C 3.727965 -4.644693 1.557452 0.009 -0.004 0.006
C 2.585388 -4.312411 0.841960 0.019 0.010 -0.008
C 2.124022 -3.003771 0.803519 -0.039 0.012 0.099
P 0.506058 -2.651171 0.072410 0.019 -0.030 -0.196
C 0.411573 -3.781618 -1.344383 0.090 -0.028 0.021
C -0.196345 -5.035305 -1.333309 0.014 -0.037 0.022
C -0.136173 -5.848125 -2.457225 -0.002 -0.004 -0.013
C 0.551454 -5.431941 -3.588135 0.001 0.002 0.004
C 1.189969 -4.198775 -3.595434 -0.008 -0.001 -0.010
C 1.110942 -3.377402 -2.483159 -0.015 -0.001 -0.010
C -0.610422 -3.278016 1.370061 0.001 -0.020 -0.021
C -1.880387 -3.767815 1.066170 -0.063 0.095 -0.007
C -2.744374 -4.159481 2.078137 -0.018 0.016 0.012
C -2.356072 -4.054733 3.406669 -0.008 -0.012 -0.003
C -1.100903 -3.553757 3.719241 0.010 -0.002 0.001
C -0.231777 -3.168328 2.708752 -0.005 -0.048 -0.008
H 0.981914 1.898243 0.935248 0.015 0.002 0.050
H 3.304039 0.045959 1.949975 -0.027 0.002 0.040
H 4.556869 -1.580151 2.700924 0.013 -0.006 -0.014
H 5.307021 -3.914557 2.814619 0.002 0.005 -0.003
H 4.068648 -5.671336 1.577332 0.000 0.002 0.003
H 2.041494 -5.088832 0.318886 -0.009 0.005 -0.002
H -0.695437 -5.399315 -0.445396 0.003 0.011 -0.020
H -0.613413 -6.818887 -2.439799 0.001 0.001 -0.003
H 0.603943 -6.074691 -4.456707 0.003 0.000 0.002
H 1.752272 -3.882158 -4.464369 -0.003 -0.001 -0.001
H 1.618991 -2.418250 -2.492062 -0.003 0.000 0.003
H -2.206477 -3.844767 0.035263 0.018 -0.019 0.012
H -3.721611 -4.552644 1.827625 0.002 -0.002 0.004
H -3.026513 -4.371619 4.194503 -0.003 0.007 -0.003
H -0.789697 -3.473537 4.752503 0.001 -0.006 -0.002
H 0.749498 -2.795128 2.973833 0.008 -0.009 0.000
C 8.543144 -2.271637 3.203489 0.008 -0.006 0.009
C 7.682901 -1.745007 2.088373 -0.021 -0.005 -0.001
C 7.378474 -2.540800 0.984820 0.003 0.007 0.016
C 6.598474 -2.079401 -0.062433 0.022 0.038 -0.009
C 6.114649 -0.776590 -0.023503 0.017 -0.027 0.004
N 5.300442 -0.235182 -1.054346 -0.002 -0.009 -0.022
C 5.422961 -0.541744 -2.387055 0.017 0.035 0.058
O 6.151301 -1.370305 -2.865334 -0.001 0.006 0.014
N 4.608142 0.261497 -3.215389 -0.013 -0.015 -0.061
C 3.344440 0.755359 -2.949505 0.019 0.089 -0.004
C 2.836541 1.835216 -3.677329 0.012 0.009 0.043
C 1.582580 2.327411 -3.375602 0.009 -0.017 0.034
C 0.845757 1.734008 -2.364572 -0.041 0.012 -0.080
N 1.307327 0.674784 -1.693880 -0.001 -0.129 0.184
C 2.519008 0.191515 -1.977103 0.049 0.034 0.076
C 6.407947 0.036745 1.063663 -0.033 -0.020 -0.009
C 7.178708 -0.449060 2.110417 -0.005 -0.017 0.002
H 9.498296 -2.631864 2.820412 0.000 0.004 0.001
H 8.063687 -3.109735 3.713479 0.003 0.001 -0.001
H 8.746925 -1.500851 3.944692 -0.002 -0.003 0.001
H 7.772134 -3.549772 0.935422 0.000 0.002 0.001
H 6.395147 -2.713053 -0.912082 -0.005 0.001 0.001
H 4.935397 0.683952 -0.854562 0.015 0.012 -0.009
H 4.948327 0.314413 -4.163747 -0.016 -0.050 -0.010
H 3.438772 2.293317 -4.452026 -0.004 -0.002 -0.003
H 1.177396 3.175538 -3.909037 0.000 -0.003 -0.001
H -0.145744 2.088068 -2.115459 0.013 -0.011 0.007
H 2.851876 -0.661683 -1.400736 -0.011 -0.007 -0.016
H 6.058750 1.064481 1.082884 -0.001 0.000 0.001
H 7.414729 0.203709 2.942084 -0.003 -0.003 0.002
```
Forces are in eV/Å.

Computed properties:
E_tot (a.u.): -9931.9476
ΔE to the lowest compared entry with this formula, charge and spin (kcal per mole): 0.0
2S+1: 2
Charge: +2
LUMO level (alpha / beta) (eV): -5.7 / -5.8

Atomic partial charges in e from the Löwdin method, atoms 1 to 5: Co 0.403; Cl 0.593; C -0.907; Cl 0.604; H 0.041

Entry from the Open Molecules 2025 dataset: 2 unconnected molecules or ions with the total composition F2H3N2P (wB97M-V/def2-TZVPD).

```
8
Properties=species:S:1:pos:R:3:forces:R:3
N -0.550336 -1.363845 0.327382 1.224 -1.040 -0.152
N -0.993783 -0.331207 1.035739 -0.139 0.422 -0.012
F 1.536273 1.546785 -1.951666 -0.908 0.266 0.388
F 1.938692 1.829608 0.339179 -1.337 0.203 -0.375
P 0.646834 1.982648 -0.658945 2.184 -0.473 0.028
H -1.060118 -1.920921 -0.363063 0.060 0.581 0.493
H 0.396744 -1.704465 0.581994 -1.308 0.435 -0.287
H -1.914306 -0.038603 0.689380 0.224 -0.394 -0.084
```
Forces are in eV/Å.

Computed properties:
E_tot (a.u.): -652.3349
ΔE to the lowest compared entry with this formula, charge and spin (kcal per mole): 55.5
Charge: 0
LUMO level (alpha / beta) (eV): -0.5 / 0.7

Atomic partial charges in e from the Löwdin method, atoms 1 to 5: N -0.126; N -0.089; F -0.414; F -0.411; P 0.826

What is the ΔE to the lowest compared entry with this formula, charge and spin in the first record?
0.0 kcal per mole